## w
ORCA calculation (ωB97M-V/def2-TZVPD) on C19H26F3N3O2 in the gas phase.

CARTESIAN COORDINATES (ANGSTROEM)
C  2.90526  3.30417  0.57320
H  4.40359  2.45190  -1.51662
H  0.05155  -1.07813  0.49590
H  -3.22083  -2.16620  1.64993
H  -4.00528  -1.56752  -1.22865
H  -2.70812  2.89659  -0.98284
N  -2.23387  -0.81619  -0.45665
H  0.97187  4.12121  0.00747
C  3.53948  1.03052  1.41837
H  -2.23694  -0.21876  1.52075
C  -0.22689  -0.06541  0.78711
H  -1.88886  -3.31526  -0.12279
H  4.05350  -0.95786  2.02864
H  -0.87216  -0.13551  -1.84855
C  -3.60847  -1.25142  -0.26114
N  -2.47822  1.91810  -0.86924
C  4.82979  -0.48090  0.09001
C  0.59789  0.91435  -0.03462
C  4.33248  1.70940  -0.73628
C  5.48287  -1.81371  -0.12612
H  0.00421  0.08353  1.84160
H  -5.62429  -3.10681  0.02124
C  -5.13553  -2.82794  0.95259
F  4.91781  -2.51004  -1.13029
H  -3.37893  -3.98277  -0.79274
C  -2.90175  -3.62553  0.11725
H  2.78692  3.55872  1.62767
H  2.99647  1.24350  2.32737
H  -4.25031  -0.43963  0.11786
C  -2.67217  1.04976  -2.01060
H  -5.19252  -3.67247  1.63483
N  0.74694  2.12458  0.54071
C  -3.67963  -2.44865  0.69691
C  4.93167  0.47830  -0.91006
H  -2.27416  1.54089  -2.90274
H  3.45080  4.10675  0.07614
H  0.23129  2.34183  1.38065
H  5.47332  0.25232  -1.81584
C  -1.95077  -0.28102  -1.76961
H  -2.25315  -1.00790  -2.52526
H  -3.74711  0.87981  -2.16156
C  4.13254  -0.20770  1.25687
H  -2.86105  -4.44596  0.82933
C  -2.09895  1.55101  0.36441
O  -1.99147  2.36820  1.26609
F  5.44058  -2.61126  0.95193
C  -1.75927  0.07695  0.58165
H  1.63197  2.91134  -1.13128
C  1.51455  3.17661  -0.07717
F  6.78576  -1.69498  -0.45269
C  3.63162  2.00013  0.42821
H  -5.68181  -1.99545  1.39125
O  1.08773  0.63445  -1.11260

**Highest occupied orbital energy**: -8.6 eV
**Kohn-Sham gap**: 0.33919 Eh
**Structure (SMILES)**: CC(C)CN1CCNC(=O)[C@@H]1CC(=O)NCCc1ccc(C(F)(F)F)cc1
**LUMO**: 0.65 eV


## x
ORCA calculation (ωB97M-V/def2-TZVPD) on C19H26F3N3O2 as an isolated structure.

CARTESIAN COORDINATES (ANGSTROEM)
H  -5.17725  3.83489  -1.36503
O  0.80522  -1.42907  1.53229
H  4.28440  -0.45310  -0.55983
H  1.17746  4.30055  0.66309
H  0.64169  0.05548  -1.69101
C  1.14426  0.08362  -0.45569
N  -1.01327  2.01950  0.28894
N  1.59199  2.50035  -0.43279
H  4.33441  -0.71894  -2.49673
H  -5.30011  4.55220  0.19095
C  2.14221  -3.30704  0.78715
C  -4.50757  4.31602  -0.54529
H  3.25495  -2.59201  -1.22577
H  0.28498  -0.00538  0.13603
H  -5.64396  0.01577  1.38553
H  2.75922  1.03859  0.42925
C  3.86373  -0.46511  -1.32896
F  1.33660  -4.15775  -1.19413
C  3.25275  0.85999  -1.43656
C  1.38988  3.16258  0.63845
C  1.63070  -1.91918  0.69695
H  -0.45577  3.38028  2.01455
C  1.50832  -4.39029  -0.03226
F  2.25301  -5.48076  0.16849
H  2.69390  1.06039  -2.50525
C  -2.16628  1.73412  0.52336
O  -3.32682  3.65099  -0.33451
H  0.17650  1.78664  1.91077
H  4.08253  1.69678  -1.47403
H  2.15177  -3.47490  1.70893
N  1.57889  -1.30562  -0.52460
C  2.14682  1.11768  -0.61146
H  -0.78912  4.26787  -0.59935
H  1.00499  3.85319  -1.79142
C  -0.07033  2.34369  1.26209
C  -0.64405  3.07151  -0.79337
H  2.09894  2.71505  1.45749
C  -3.47997  -0.19799  1.39786
H  -1.43729  -0.12354  1.36726
H  -5.58778  2.19835  0.29952
C  -3.31252  2.43822  0.05689
C  -2.24987  0.37072  1.10204
C  2.85355  -1.36772  -1.62479
H  -1.39664  2.85815  -1.60457
H  0.50683  2.20377  -2.32069
C  0.65988  2.90624  -1.61652
C  -4.48136  1.73684  0.57967
F  0.34235  -4.53597  0.55139
H  3.11231  -3.31350  0.55777
H  -3.40948  -1.24433  2.06384
H  -4.35974  5.28094  -1.05133
C  -4.43261  0.51449  1.29785
H  2.27020  -1.30827  -2.40602

**Highest occupied orbital energy**: -7.1 eV
**Kohn-Sham gap**: 0.27750 Eh
**LUMO**: 0.46 eV


Which structure loses on stability? x does.


## w
ORCA calculation (ωB97M-V/def2-TZVPD) on C8H16N2O3 in the gas phase.

CARTESIAN COORDINATES (ANGSTROEM)
H  2.13927  -0.11674  2.72174
C  -0.68322  -2.51113  -1.29215
O  -1.85686  0.86654  -1.86016
C  -0.26995  0.00646  3.35849
H  0.33297  0.84999  3.86547
H  -1.48536  0.15101  3.66697
H  -0.07024  0.98226  1.37145
N  -0.18982  3.14038  -2.86225
C  1.69978  -0.58691  1.68962
H  -1.55692  -0.36528  0.61362
C  0.40586  2.07905  -2.09473
O  -0.28995  -3.63926  -1.24771
H  -1.06392  -1.95710  1.17850
H  1.20739  0.24185  -1.29982
H  1.47467  1.80903  -2.46479
C  -0.70234  -0.93539  0.91976
C  -0.54209  0.86425  -1.82776
H  -0.26406  2.88900  -3.98889
H  1.72750  -1.72674  1.86784
H  2.21747  -0.29640  0.79819
H  -1.75053  -0.90373  -1.84350
H  -1.29901  3.16729  -2.59567
N  0.27769  -0.10284  -1.21839
O  -1.74348  -1.96010  -1.82609
C  0.06180  -1.36580  -0.37319
C  0.25425  -0.07424  1.72453
H  0.72546  2.15377  -0.93871
H  1.13950  -1.63899  -0.02215
H  0.10415  -1.02024  3.97978

**Highest occupied orbital energy**: -9.7 eV
**Kohn-Sham gap**: 0.36923 Eh
**Structure (SMILES)**: CC(C)C[C@H](NC(=O)CN)C(=O)O
**LUMO**: 0.35 eV


## x
ORCA calculation (ωB97M-V/def2-TZVPD) on C8H16N2O3 as an isolated structure.

CARTESIAN COORDINATES (ANGSTROEM)
H  -2.10093  -0.89366  -1.40083
C  2.47578  0.15199  0.86561
H  3.35845  -0.27816  1.37922
H  3.31308  1.96090  1.09316
H  2.26409  0.52121  3.11822
H  1.75057  -2.00943  0.27298
H  -2.73487  -1.39488  1.65560
C  -2.05208  -0.71384  -0.27876
O  -3.48536  1.32084  0.27417
H  -0.52306  -1.31110  1.34191
H  0.40378  -0.53279  2.12348
N  -0.69596  -1.28499  0.16628
C  -2.95332  -1.57913  0.51946
H  -3.97961  -1.48307  0.28246
H  0.91080  1.64498  1.36797
C  1.96258  -0.98329  -0.06434
C  3.02560  1.46217  0.08708
H  2.27397  1.97025  -0.64822
H  3.75949  -1.29758  -0.98582
C  -2.33770  0.85547  -0.07573
H  3.99318  1.51631  -0.70802
O  0.27902  0.29796  -1.31119
H  2.63066  -0.25841  -1.89688
C  1.46540  0.46795  1.96282
H  -2.69682  -2.62856  0.62648
N  2.75986  -1.09845  -1.23647
C  0.38415  -0.74897  -0.45332
H  -0.60414  1.19167  -1.13153
O  -1.57972  1.69274  -0.75995

**Highest occupied orbital energy**: -9.4 eV
**Kohn-Sham gap**: 0.32934 Eh
**LUMO**: -0.46 eV


Which structure loses on stability? x does.


## w
ORCA calculation (ωB97M-V/def2-TZVPD) on a 2-piece molecular cluster, C4H12N4O overall.

CARTESIAN COORDINATES (ANGSTROEM)
C  -1.77858  0.67385  -1.55489
H  0.93446  0.36683  -1.20701
N  -1.37731  -1.55176  -0.84318
H  -1.81348  0.96197  -2.60929
N  0.45871  -0.34647  -1.75492
H  0.52589  -0.11668  -2.74306
H  0.25067  0.36731  2.87300
H  2.13095  -1.08229  0.87533
C  1.47996  -1.13707  1.74724
N  -0.88920  -0.44406  -1.36209
O  0.88931  1.07546  1.05148
H  -0.51039  2.41362  1.81263
H  -2.76892  0.36909  -1.22895
N  -0.70458  -2.56149  -0.66815
H  -1.44836  1.53038  -0.95787
H  0.28506  -2.47316  -0.96327
H  0.72394  -1.90562  1.56687
C  0.84130  0.18556  1.98354
C  0.18104  2.18102  1.02385
H  2.06646  -1.44228  2.61478
H  0.52305  2.93578  0.34397

**Highest occupied orbital energy (alpha / beta)**: -7.2 / -7.6 eV
**Kohn-Sham gap (alpha / beta)**: 0.28588 / 0.30964 Eh
**LUMO (alpha / beta)**: 0.61 / 0.87 eV


## x
ORCA calculation (ωB97M-V/def2-TZVPD) on C4H12N4O in the gas phase.

CARTESIAN COORDINATES (ANGSTROEM)
C  -1.22495  -0.12817  0.29935
C  0.72998  -0.26289  -0.51915
H  2.06138  -0.91522  -2.00490
O  0.06565  -1.71228  1.65051
H  0.49458  -2.56162  1.45003
H  -2.15875  -0.37556  -0.22866
H  1.54559  0.48394  1.32843
H  -0.61468  0.90395  2.11648
H  -2.11227  1.50656  1.39188
C  1.88615  0.11546  0.36023
N  1.09772  -0.79311  -1.72908
H  0.38927  -0.91012  -2.44375
H  2.50737  0.87159  -0.13289
H  -0.29518  1.97497  -2.09723
H  2.50909  -0.75804  0.57091
N  -0.81750  1.12874  -1.86346
H  -2.09961  -0.03665  2.26416
H  -1.79698  1.41389  -1.76082
N  -0.34683  0.64773  -0.61486
N  -0.29536  -1.19876  0.37142
C  -1.52469  0.60557  1.59138

**Highest occupied orbital energy**: -7.4 eV
**Kohn-Sham gap**: 0.30781 Eh
**Structure (SMILES)**: C[C@H]1N(N)[C@](C)(N)N1O
**LUMO**: 1.00 eV


Which structure loses on stability? w does.


## w
ORCA calculation (ωB97M-V/def2-TZVPD) on C3H2O as an isolated structure.

CARTESIAN COORDINATES (ANGSTROEM)
H  -0.33886  -1.25040  0.73384
C  1.71985  -0.04130  0.17023
C  0.45529  0.14946  -0.19479
H  0.13323  1.13367  -1.04272
C  2.93207  -0.20565  -0.11477
O  -0.61344  -0.61843  0.01841

**Highest occupied orbital energy**: -10.3 eV
**Kohn-Sham gap**: 0.34515 Eh
**LUMO**: -0.90 eV


## x
ORCA calculation (ωB97M-V/def2-TZVPD) on a 2-piece molecular cluster, C3H2O overall.

CARTESIAN COORDINATES (ANGSTROEM)
C  -1.97270  -0.16071  0.35029
C  0.68995  -0.33973  0.35013
O  1.63489  0.30781  -0.25645
H  0.81510  -1.28863  -0.22125
H  1.79446  1.27382  -0.10422
C  -2.96170  0.20745  -0.11850

**Highest occupied orbital energy (alpha / beta)**: -9.7 / -9.7 eV
**Kohn-Sham gap (alpha / beta)**: 0.23945 / 0.23893 Eh
**LUMO (alpha / beta)**: -3.20 / -3.24 eV


Which structure loses on stability? x does.


## w
ORCA calculation (ωB97M-V/def2-TZVPD) on C3H2O in the gas phase.

CARTESIAN COORDINATES (ANGSTROEM)
C  0.35580  -0.22124  0.22649
C  1.56351  -0.05563  0.18358
O  -1.76300  0.83554  -0.92815
H  2.61577  0.14227  0.09539
C  -1.34889  0.03812  -0.14974
H  -1.42320  -0.73906  0.57242

**Highest occupied orbital energy**: -10.5 eV
**Kohn-Sham gap**: 0.38694 Eh
**Structure (SMILES)**: C#CC=O
**LUMO**: -0.02 eV


## x
ORCA calculation (ωB97M-V/def2-TZVPD) on C3H2O in the gas phase.

CARTESIAN COORDINATES (ANGSTROEM)
O  0.24593  -0.75959  1.56067
C  0.14901  0.25508  -1.76684
C  0.36728  0.05058  0.68020
C  -0.38672  -0.03441  -0.61749
H  1.02066  0.93194  0.76846
H  -1.39617  -0.44361  -0.62499

**Highest occupied orbital energy**: -10.8 eV
**Kohn-Sham gap**: 0.35211 Eh
**LUMO**: -1.21 eV


Which structure loses on stability? w does.